Entry 1:
C8H18AlF6N4O5PS2 | wB97M-V/def2-TZVPD

Structure (XYZ):
```
45
Properties=species:S:1:pos:R:3:lowdin_charge:R:1
H 0.61 -1.17 6.73 0.101
H 5.51 -0.17 4.52 0.097
S -2.85 1.76 -8.74 0.709
N -3.02 0.25 -7.97 -0.198
O -3.07 -1.67 -9.62 -0.169
H -0.13 1.99 4.50 0.105
S -3.86 -0.64 -8.90 0.641
H 0.90 -2.77 6.15 0.107
O 1.71 -0.20 2.18 -0.287
O -1.75 2.43 -8.03 -0.290
C -0.35 -1.82 3.98 -0.052
H 0.79 2.44 3.01 0.092
C 4.75 0.03 3.77 -0.041
F -4.13 4.17 -8.97 0.150
N 0.93 -1.34 4.56 -0.201
H -1.01 -2.37 4.65 0.099
P 1.98 -0.28 3.68 0.644
C 1.16 -1.73 5.98 -0.064
H 4.54 1.09 3.89 0.076
O -2.67 1.67 -10.17 -0.227
O -4.83 0.05 -9.78 -0.196
H 5.13 -0.06 2.75 0.098
H 3.11 0.75 6.13 0.081
C 3.83 -2.20 3.81 -0.133
H 1.52 1.44 6.61 0.102
F -4.20 -2.04 -6.63 0.125
H 3.17 -2.87 4.36 0.083
F -5.83 -2.41 -8.13 0.143
F -5.49 2.35 -8.89 0.142
N 3.54 -0.85 4.02 -0.290
C 2.32 1.45 5.87 -0.069
H 3.71 -2.40 2.75 0.100
H 2.74 2.44 6.01 0.101
H -0.11 -2.36 3.07 0.101
H 1.21 3.23 4.40 0.103
C -4.39 2.94 -8.38 -0.593
C -5.00 -1.49 -7.56 -0.562
H 4.85 -2.54 4.01 0.110
N 1.87 1.27 4.45 -0.205
Al 1.02 -0.53 -4.24 0.998
H 2.22 -1.62 6.21 0.076
C 0.84 2.26 4.09 -0.064
F -4.42 3.11 -7.13 0.220
H -1.06 -1.00 3.89 0.097
F -5.76 -0.58 -6.91 0.141
```

Properties
Charge: +2
Highest occupied orbital energy: -13.05 eV
Energy above the lowest of the compared OMol25 structures with the same formula, charge and spin: 99.2 kcal/mol
Molar mass: 486.33 g/mol
Electronic energy: -2889.28397 hartree
Multiplicity: 1



Entry 2:
C8H18Cl2HfNO2 | wB97M-V/def2-TZVPD

Structure (XYZ):
```
32
Properties=species:S:1:pos:R:3:lowdin_charge:R:1
H 1.94 1.79 -0.67 0.081
H -1.84 1.73 1.81 0.083
Hf -0.29 -0.34 0.20 1.445
H -3.76 -3.28 2.23 0.211
C -2.23 -2.13 1.28 -0.417
H 1.82 2.05 1.59 0.080
H -2.53 0.86 0.40 0.046
C -1.26 2.52 -0.23 -0.179
C 1.30 2.57 -0.38 -0.071
H -1.71 -1.43 -2.00 0.065
H 7.97 -3.86 -2.44 0.087
Cl 1.56 -1.35 -0.70 0.121
C -1.93 -1.06 -1.01 -0.266
H -1.66 2.42 -1.21 0.127
H -2.65 -0.24 -1.29 0.084
C -2.22 1.87 0.81 -0.038
H -3.16 2.44 0.80 0.125
H -0.97 3.55 -0.09 0.136
Cl 5.67 -3.61 -2.23 0.855
C 7.30 -3.02 -2.26 -0.015
C -2.57 -2.27 -0.20 -0.108
H -2.43 -2.59 3.16 0.151
H -2.15 -3.22 -0.52 0.135
N -2.84 -2.74 2.26 0.275
H 1.01 3.31 -1.11 0.134
O -0.05 1.71 -0.35 -0.395
H 2.67 3.56 0.94 0.126
H 7.26 -2.04 -2.70 0.072
O -1.25 -1.37 1.65 -0.162
H 0.95 3.58 1.49 0.092
H -3.68 -2.37 -0.25 0.149
C 1.74 2.98 1.02 -0.029
```

Properties
Charge: +3
Highest occupied orbital energy: -19.80 eV
Molar mass: 409.63 g/mol
Electronic energy: -1488.20567 hartree
Multiplicity: 1



Entry 3:
C8H18Cl2N2O3PTb | wB97M-V/def2-TZVPD

Structure (XYZ):
```
35
Properties=species:S:1:pos:R:3:lowdin_spin:R:1
C -2.65 -2.60 1.41 0.000
O -0.54 0.04 -0.72 -0.007
Cl -2.75 1.07 1.55 -0.022
H -0.25 -4.43 0.87 0.000
H -0.71 -3.97 -0.81 0.000
H -3.35 0.18 -2.72 -0.007
H -2.51 -3.34 2.21 0.000
N 0.42 2.69 0.98 0.001
Tb -2.46 1.37 -0.95 6.114
P -1.04 -2.21 0.75 -0.001
H -0.37 2.27 1.47 0.000
H 0.87 -1.02 1.54 0.000
H 1.27 2.91 1.47 0.000
C -2.43 -0.45 -2.86 -0.017
H -3.27 -3.01 0.61 0.000
C 0.30 2.99 -0.32 -0.001
O -0.78 2.76 -0.97 -0.019
C -0.20 -3.64 0.11 0.000
H 0.47 4.52 -2.60 0.000
H -3.10 -1.68 1.80 0.000
C -2.18 -1.41 -1.70 -0.005
H 0.15 -2.10 2.78 0.000
H 1.16 2.92 -2.97 0.000
O -2.74 -2.52 -1.69 0.004
N 1.34 3.53 -0.96 0.000
H -1.55 0.18 -3.09 -0.001
C -0.07 -1.37 1.98 0.000
C -1.21 -1.06 -0.66 -0.011
Cl -3.96 3.25 -1.33 -0.028
H -2.65 -1.02 -3.77 -0.001
C 1.29 3.83 -2.38 0.000
H -0.64 -0.52 2.38 0.000
H 2.20 3.69 -0.44 0.000
H 2.24 4.30 -2.65 0.000
H 0.84 -3.39 -0.10 0.000
```

Properties
Charge: +2
Highest occupied orbital energy (alpha / beta): -16.20 / -16.20 eV
Energy above the lowest of the compared OMol25 structures with the same formula, charge and spin: 0.0 kcal/mol
Molar mass: 451.05 g/mol
Electronic energy: -2736.62945 hartree
Multiplicity: 7



Entry 4:
C8H18ClN | wB97M-V/def2-TZVPD

Structure (XYZ):
```
28
Properties=species:S:1:pos:R:3:lowdin_charge:R:1
C 0.36 -0.73 2.02 -0.137
C -2.55 0.23 -0.23 0.040
H 0.74 -2.62 1.09 0.130
H -1.50 0.22 2.18 0.133
H -0.85 -2.38 1.94 0.116
H -2.75 0.25 -1.30 0.105
C -0.69 -1.52 -0.05 -0.074
H 1.66 0.60 -3.00 0.069
C -0.66 0.31 1.49 -0.118
H -0.17 1.27 1.61 0.144
Cl 4.28 0.55 1.03 -0.755
C 1.84 1.32 -2.19 -0.095
H -0.73 1.89 -0.71 0.139
H -3.11 -0.50 0.36 0.103
H -1.53 -2.08 -0.48 0.127
H -2.87 1.19 0.16 0.102
H -0.66 0.53 -1.80 0.121
H 0.52 -0.82 3.10 0.139
N -1.04 -0.03 0.11 -0.236
H 2.92 1.42 -2.13 0.079
H 0.03 -1.70 -0.84 0.126
H 1.29 -0.49 1.50 0.073
C -0.31 0.89 -0.83 -0.137
C 1.24 0.80 -0.90 -0.253
C -0.09 -1.94 1.29 -0.165
H 1.38 2.21 -2.61 0.074
H 1.54 -0.23 -0.71 0.089
H 1.71 1.36 -0.10 0.060
```

Properties
Highest occupied orbital energy: -6.46 eV
Energy above the lowest of the compared OMol25 structures with the same formula, charge and spin: 28.6 kcal/mol
Molar mass: 163.69 g/mol
Electronic energy: -830.47378 hartree
Multiplicity: 1